No. 1
DFT (the ωB97M-V functional and the def2-TZVPD basis) results for a 12-piece molecular cluster, C36H96O12 overall in a non-equilibrium geometry.

Output
- HOMO: -9.132 eV
- Gap between HOMO and LUMO: 9.35 eV
- ΔE to the lowest compared entry with this formula, charge and spin: 43.92 kcal/mol

Geometry as XYZ:
```
144
Properties=species:S:1:pos:R:3:forces:R:3
C -12.9919 -0.0054 14.6028 0.59 0.31 0.62
C -14.0875 1.0467 14.6582 -1.06 0.25 0.74
C -14.2483 1.7528 16.0333 0.94 -0.32 -0.46
O -13.9458 2.0170 13.6122 0.25 -0.29 0.28
H -12.0273 0.4317 14.8670 0.10 0.39 -0.15
H -12.8467 -0.4712 13.6286 -0.41 -0.01 0.02
H -13.0993 -0.7517 15.3906 -0.45 -0.23 -0.18
H -15.0700 0.6071 14.4812 0.07 -0.31 -0.39
H -14.5250 1.0662 16.8335 0.02 -0.20 -0.14
H -14.9808 2.5593 16.0375 0.02 -0.08 -0.33
H -13.2699 2.1606 16.2927 0.06 0.21 0.23
H -13.3066 2.6751 13.8984 0.09 0.15 -0.05
C -20.6837 2.4384 10.4923 -0.20 -0.31 -1.34
C -19.3849 2.8837 11.1588 -2.19 -1.49 -0.40
C -19.7248 3.4806 12.4921 1.02 1.56 0.23
O -18.5880 1.7445 11.3090 -0.02 -0.48 -0.20
H -21.2783 3.2863 10.1504 0.04 0.20 0.15
H -21.3674 1.7797 11.0283 0.39 0.15 0.72
H -20.4567 1.8631 9.5933 0.19 0.04 -0.17
H -18.9101 3.5638 10.4495 0.08 0.51 0.25
H -18.8429 4.0952 12.6806 -0.05 0.11 0.99
H -19.8737 2.7664 13.3010 0.08 -0.22 -0.30
H -20.5701 4.1691 12.4741 -0.10 -0.05 -0.19
H -17.7075 2.0182 11.5964 0.30 -0.26 0.31
C -17.7587 2.0830 15.3891 -0.66 -0.51 -0.76
C -19.0863 1.5715 16.0096 1.89 0.11 -0.23
C -19.4918 0.1515 15.6768 -0.19 -0.14 -0.25
O -18.9179 1.7412 17.4051 -1.08 0.72 0.47
H -16.9243 1.4066 15.5773 -0.09 -0.15 0.34
H -17.5135 3.0713 15.7778 -0.09 -0.03 0.09
H -17.8301 2.1524 14.3028 -0.03 0.08 -0.11
H -19.8875 2.2251 15.6627 -0.10 0.21 0.33
H -18.8236 -0.6457 16.0033 0.35 0.31 0.15
H -19.6096 0.0366 14.5986 -0.17 0.03 -0.09
H -20.4453 -0.0363 16.1711 -0.13 -0.06 -0.18
H -18.2897 1.1027 17.7591 0.09 -0.62 0.02
C -23.0588 0.4806 14.1415 -0.10 0.31 -0.26
C -24.2246 0.2378 13.1878 0.52 -1.25 -1.18
C -23.8294 -0.1194 11.7034 0.59 0.19 0.87
O -24.9975 -0.8564 13.7389 -0.32 0.97 -0.14
H -22.4584 -0.4199 14.2714 0.04 -0.01 -0.05
H -23.4682 0.7797 15.1067 -0.02 -0.18 0.10
H -22.4195 1.3043 13.8212 0.11 -0.03 -0.21
H -24.8099 1.1544 13.1124 -0.48 -0.24 0.37
H -22.9516 0.4563 11.4087 -0.15 0.24 -0.08
H -24.6116 0.0216 10.9581 -0.19 0.20 0.31
H -23.4974 -1.1531 11.5948 -0.05 -0.22 0.32
H -24.6765 -1.6696 13.3414 0.08 -0.02 -0.02
C -21.8675 1.8818 19.1572 -0.51 0.39 -1.13
C -21.9555 3.2160 18.3542 -0.06 -0.72 0.94
C -22.7507 4.2456 19.1105 0.23 0.65 0.38
O -20.6311 3.7129 18.1887 -0.46 0.47 -0.22
H -21.3166 2.0052 20.0893 0.03 0.15 -0.08
H -21.3791 1.1438 18.5203 0.22 -0.11 0.20
H -22.8645 1.4963 19.3728 -0.08 0.06 0.09
H -22.4173 3.0940 17.3731 0.05 -0.46 -0.17
H -22.2067 4.4215 20.0393 -0.16 0.22 0.16
H -23.7801 3.9797 19.3504 0.09 -0.42 -0.11
H -22.8060 5.1883 18.5654 0.17 0.04 -0.05
H -20.0534 2.9638 18.0031 0.49 -0.43 -0.19
C -19.4321 7.9266 16.1275 0.85 -1.67 0.59
C -18.0558 7.2102 15.9808 -0.60 -0.13 -1.25
C -18.1197 6.0149 15.0482 -1.08 -0.92 0.69
O -17.1946 8.1045 15.3241 0.78 0.99 -0.16
H -19.2946 8.7894 16.7793 -0.25 0.33 -0.37
H -20.1438 7.2632 16.6207 -0.06 -0.02 0.12
H -19.8135 8.1020 15.1221 0.09 0.55 0.14
H -17.5740 6.8893 16.9049 -0.42 0.09 0.32
H -18.5751 6.2236 14.0800 0.36 0.39 -0.10
H -18.8118 5.2986 15.4955 -0.07 -0.24 0.14
H -17.1839 5.4665 14.9419 0.18 0.38 -0.12
H -17.3259 8.9585 15.7444 0.27 0.21 -0.10
C -15.9421 4.8076 11.8606 -0.48 -0.33 -0.54
C -15.7884 3.4461 11.1708 1.59 -0.06 -0.21
C -14.3778 3.1535 10.6173 0.39 -0.29 0.32
O -16.1514 2.4016 12.0653 -0.65 0.08 -0.32
H -17.0196 4.9736 11.8536 0.03 0.48 0.30
H -15.4524 5.6136 11.3140 -0.05 -0.03 -0.10
H -15.5954 4.8279 12.8936 0.12 -0.25 -0.06
H -16.4669 3.3809 10.3197 -0.25 0.03 0.11
H -13.6133 3.3556 11.3686 -0.01 0.23 0.10
H -14.0673 3.6520 9.6990 -0.43 0.43 0.07
H -14.2524 2.0915 10.4033 -0.35 -0.13 0.00
H -15.4123 2.1470 12.6291 0.39 0.29 0.12
C -22.6829 -2.5024 19.7286 0.70 0.08 -0.43
C -22.8949 -2.7713 18.2391 -2.18 0.32 0.92
C -22.6573 -1.5146 17.4013 0.67 -0.63 0.44
O -22.1935 -3.9044 17.7989 1.66 -0.19 -0.89
H -23.3899 -1.7684 20.1147 -0.06 -0.08 -0.06
H -21.6757 -2.1036 19.8568 0.10 0.01 0.25
H -22.7646 -3.4320 20.2924 -0.09 0.04 0.12
H -23.9305 -3.1102 18.1651 -0.51 0.64 -0.23
H -22.8353 -1.6472 16.3346 -0.08 -0.05 0.08
H -21.6221 -1.2162 17.5731 0.20 -0.02 -0.26
H -23.2388 -0.6802 17.7929 -0.30 -0.20 -0.09
H -22.4256 -4.6660 18.3354 -0.11 0.06 0.08
C -21.1215 -5.1703 12.9670 -1.32 0.40 0.01
C -21.0665 -4.5578 14.3567 1.18 0.21 -0.28
C -20.3814 -3.2150 14.3986 1.94 0.35 -0.36
O -22.3331 -4.4070 14.8916 -1.74 -0.51 -0.45
H -21.6439 -6.1241 13.0448 0.21 -0.16 -0.12
H -20.1637 -5.2831 12.4608 0.05 0.04 0.30
H -21.7735 -4.5332 12.3675 0.09 0.05 -0.30
H -20.5025 -5.2971 14.9299 0.32 0.15 0.52
H -19.3805 -3.2637 13.9631 0.44 -0.52 0.14
H -20.2027 -2.8829 15.4217 -0.37 0.21 0.06
H -20.7349 -2.3978 13.7688 -1.10 -0.17 0.26
H -22.3146 -4.1573 15.8199 0.34 0.01 0.33
C -16.0774 -2.1459 15.2601 -0.92 -0.50 0.26
C -16.7211 -3.2490 16.1556 -0.01 0.89 -0.10
C -15.7380 -3.9898 16.9883 1.09 -0.78 0.67
O -17.7041 -2.7057 17.0692 -0.04 0.33 -0.45
H -15.2120 -2.5641 14.7463 -0.11 -0.10 -0.07
H -15.7430 -1.2286 15.7451 -0.11 -0.20 0.55
H -16.8270 -1.8497 14.5259 0.12 0.09 -0.15
H -17.2917 -3.9168 15.5093 0.30 -0.15 -0.26
H -14.8582 -4.3288 16.4406 -0.14 -0.15 -0.24
H -16.1870 -4.8544 17.4788 -0.10 -0.17 -0.17
H -15.3370 -3.4027 17.8155 -0.14 0.45 -0.11
H -18.2225 -3.4336 17.4221 -0.09 -0.10 -0.02
C -15.9618 1.0001 19.3828 -1.00 -0.17 -0.36
C -16.3231 -0.4453 19.0325 0.70 0.34 0.19
C -16.4209 -1.3477 20.2459 -0.22 -0.01 -0.31
O -17.5846 -0.4474 18.4171 -0.46 0.73 0.07
H -16.8093 1.3997 19.9421 0.15 -0.11 0.65
H -16.0226 1.6420 18.5031 0.61 -0.13 -0.26
H -15.0263 1.1106 19.9294 -0.08 0.02 -0.10
H -15.6520 -0.8696 18.2826 0.66 0.06 0.12
H -17.2835 -0.9648 20.7919 0.25 -0.04 0.51
H -15.5058 -1.4134 20.8338 -0.12 0.10 0.12
H -16.7068 -2.3420 19.9007 0.15 -0.18 0.09
H -17.6664 -1.3423 18.0638 -0.44 -0.16 -0.54
C -17.5549 6.6190 20.6641 -0.19 0.59 0.50
C -18.2294 5.9640 19.4687 1.15 -1.97 1.15
C -17.3362 4.8358 18.9165 0.32 1.09 -1.29
O -19.3073 5.2335 19.9818 -1.26 0.96 0.90
H -16.7939 7.3539 20.3997 0.21 -0.21 -0.24
H -17.1410 5.8956 21.3669 0.16 -0.23 -0.28
H -18.2704 7.1773 21.2694 -0.33 0.04 -0.20
H -18.4770 6.7366 18.7400 -0.29 -0.17 -0.20
H -17.2338 3.9979 19.6052 0.24 0.46 0.39
H -16.3947 5.2850 18.5959 0.44 -0.43 0.09
H -17.7799 4.3845 18.0275 -0.18 0.13 -0.20
H -19.7105 4.6879 19.2966 -0.31 -0.12 -0.32
```
Positions in Å, forces in eV/Å.

These are the Mulliken partial charges, in e, on atoms 1 to 6:
1 C -1.704
2 C 1.477
3 C -1.221
4 O -0.508
5 H 0.419
6 H 0.377

=====

No. 2
DFT (the ωB97M-V functional and the def2-TZVPD basis) results for a 2-piece molecular cluster, C6H15NS overall in a non-equilibrium geometry.

Output
- HOMO (alpha / beta): -11.872 / -11.859 eV
- Gap between HOMO and LUMO (alpha / beta): 8.00 / 4.54 eV
- ΔE to the lowest compared entry with this formula, charge and spin: 0.00 kcal/mol
- Spin multiplicity: 2
- Total charge: +1

Geometry as XYZ:
```
23
Properties=species:S:1:pos:R:3:forces:R:3
C -1.4170 -0.2081 -1.4318 -0.09 -0.55 0.26
C -2.2351 0.8430 -1.0563 0.42 0.38 -0.25
N -2.2938 1.2456 0.1996 -1.38 -0.86 0.09
C -3.3747 2.1349 0.6478 0.26 0.43 -0.07
H -0.7864 -0.6783 -0.6827 0.04 -0.04 -0.10
H -1.4733 -0.6686 -2.4089 0.08 0.27 -0.06
H -2.8213 1.4033 -1.7729 0.00 0.03 -0.09
H -2.0202 0.5330 0.8734 0.60 0.40 0.19
H -3.1583 2.5102 1.6414 0.09 -0.03 0.05
H -3.4492 2.9726 -0.0420 0.01 0.00 0.00
H -4.3206 1.5958 0.6572 0.01 -0.12 0.04
C 1.4950 1.5891 0.5055 -0.06 -0.12 0.45
C 1.5580 0.1002 0.8551 -0.03 0.30 -0.25
C 2.0159 -0.7559 -0.3159 -0.01 -0.33 0.16
S 1.9240 -2.5144 0.1604 -0.04 0.07 0.03
H 1.1987 2.1513 1.3943 0.01 0.07 -0.09
H 0.7708 1.8058 -0.2812 0.03 -0.03 -0.13
H 2.4680 1.9670 0.1992 0.02 0.00 -0.12
H 2.2468 -0.0406 1.6871 0.00 -0.07 0.06
H 0.5765 -0.2320 1.2172 0.01 -0.11 -0.01
H 3.0416 -0.5065 -0.5768 0.01 0.05 -0.07
H 1.3856 -0.6259 -1.1954 0.05 0.26 -0.08
H 2.4844 -3.0071 -0.9518 -0.02 -0.02 0.00
```
Positions in Å, forces in eV/Å.

These are the Mulliken partial charges, in e, on atoms 1 to 6:
1 C -0.762
2 C 0.319
3 N -0.019
4 C -0.861
5 H 0.224
6 H 0.311

=====

The lowest ΔE to the lowest compared entry with this formula, charge and spin belongs to which entry?
C6H15NS